No. 1
118
Properties=species:S:1:pos:R:3:lowdin_charge:R:1 method="wB97M-V/def2-TZVPD" molar_mass_g_mol=855.9 energy_ha=-4668.8778 gap_ev=4.65 spin_multiplicity=1 total_charge=0
C 5.267 -0.047 4.989 -0.121
C 4.533 1.090 4.096 -0.240
C 5.100 1.079 2.598 -0.215
C 4.128 1.740 1.518 -0.223
C 3.518 0.569 0.614 -0.255
Si 1.591 0.682 0.391 0.352
C 1.240 -0.305 -1.243 -0.267
C 2.101 -1.686 -1.269 -0.219
C 3.347 -1.492 -2.285 -0.283
N 4.550 -2.259 -1.859 -0.030
O 1.165 2.354 0.280 -0.350
Si -0.425 2.642 -0.323 0.449
C -0.766 4.525 -0.015 -0.228
C 0.286 5.447 -0.784 -0.221
C 1.737 5.463 -0.145 -0.190
F 1.590 5.498 1.280 -0.104
C -1.820 1.703 0.585 -0.283
C -3.236 2.467 0.587 -0.249
C -4.384 1.347 0.477 -0.194
C -5.568 1.546 1.548 -0.188
N -6.797 0.904 0.956 0.011
C -6.831 -0.511 1.265 -0.465
C -8.174 -1.086 1.922 -0.016
O -5.927 -1.322 1.034 0.035
C -0.641 2.367 -2.204 -0.613
Cl -2.334 1.892 -2.756 0.599
C 0.326 2.511 -3.203 -0.678
C -0.094 2.217 -4.705 -0.141
Cl 2.008 3.027 -2.768 0.657
P 0.572 -0.440 1.995 0.854
C 0.648 0.418 3.677 -0.453
C 0.864 1.996 3.627 -0.164
C 1.218 -2.205 2.174 -0.445
C 2.655 -2.347 2.853 -0.160
H 6.103 -0.567 4.429 0.069
H 4.495 -0.852 5.222 0.057
H 5.602 0.364 5.993 0.068
H 4.693 2.069 4.639 0.108
H 3.450 0.775 4.034 0.060
H 5.342 -0.015 2.371 0.099
H 6.116 1.603 2.650 0.112
H 3.367 2.459 1.940 0.087
H 4.799 2.360 0.830 0.108
H 3.814 -0.475 0.926 0.044
H 3.929 0.705 -0.450 0.075
H 1.691 0.332 -2.075 0.039
H 0.137 -0.472 -1.421 0.074
H 2.566 -1.910 -0.266 0.058
H 1.390 -2.477 -1.651 0.107
H 3.680 -0.399 -2.327 0.097
H 3.018 -1.739 -3.350 0.118
H 4.854 -1.874 -0.962 0.051
H 4.367 -3.263 -1.802 0.064
H -1.817 4.741 -0.384 0.078
H -0.764 4.669 1.108 0.088
H 0.252 5.151 -1.877 0.085
H -0.106 6.520 -0.718 0.112
H 2.376 4.567 -0.386 0.080
H 2.236 6.435 -0.482 0.123
H -1.907 0.638 0.178 0.069
H -1.544 1.566 1.687 0.064
H -3.384 3.035 1.558 0.108
H -3.379 3.171 -0.284 0.072
H -3.969 0.304 0.674 0.101
H -4.754 1.353 -0.593 0.106
H -5.708 2.657 1.714 0.119
H -5.248 1.019 2.503 0.129
H -7.591 1.395 1.390 0.106
H -8.655 -0.246 2.508 0.072
H -8.821 -1.451 1.057 0.091
H -7.864 -1.968 2.552 0.085
H -1.014 2.794 -5.033 0.062
H 0.724 2.418 -5.457 0.076
H -0.342 1.105 -4.785 0.088
H 1.391 -0.096 4.375 0.061
H -0.374 0.252 4.166 0.071
H 0.392 2.414 4.584 0.081
H 0.342 2.518 2.773 0.048
H 1.963 2.290 3.699 0.056
H 0.484 -2.739 2.872 0.077
H 1.144 -2.763 1.187 0.064
H 2.676 -3.382 3.345 0.078
H 2.828 -1.610 3.698 0.041
H 3.524 -2.346 2.124 0.060
C -1.803 3.570 -10.252 -0.138
O -2.247 3.873 -8.937 -0.327
P -3.571 2.974 -8.316 0.727
O -3.074 1.639 -8.858 -0.258
O -4.602 3.688 -9.372 -0.270
C -4.742 5.106 -9.301 -0.118
O -4.908 2.245 -7.522 -0.237
C -4.589 1.607 -6.286 -0.141
H -1.248 4.434 -10.623 0.090
H -1.133 2.710 -10.229 0.084
H -2.640 3.378 -10.925 0.088
H -4.248 5.554 -10.166 0.088
H -4.297 5.514 -8.390 0.081
H -5.801 5.358 -9.324 0.088
H -4.152 2.330 -5.594 0.064
H -3.892 0.782 -6.449 0.082
H -5.508 1.213 -5.852 0.090
C 4.463 -8.041 5.449 -0.139
O 3.396 -8.846 4.966 -0.326
P 1.971 -8.048 4.439 0.737
O 2.744 -6.942 3.725 -0.261
O 1.628 -7.602 5.979 -0.273
C 1.405 -8.641 6.931 -0.117
O 0.469 -7.390 3.928 -0.243
C 0.110 -7.699 2.581 -0.142
H 5.102 -8.673 6.069 0.090
H 5.053 -7.665 4.613 0.084
H 4.098 -7.211 6.056 0.087
H 2.261 -8.690 7.607 0.089
H 1.278 -9.614 6.451 0.081
H 0.510 -8.407 7.506 0.088
H 0.054 -8.780 2.446 0.078
H 0.837 -7.276 1.884 0.079
H -0.869 -7.266 2.376 0.088


No. 2
111
Properties=species:S:1:pos:R:3:lowdin_charge:R:1 method="wB97M-V/def2-TZVPD" molar_mass_g_mol=647.0 energy_ha=-2423.3286 gap_ev=5.45 spin_multiplicity=1 total_charge=-1
N 1.059 2.456 0.531 0.012
C 0.991 2.121 -0.932 -0.313
C 0.089 0.839 -1.150 -0.197
C 0.891 -0.453 -1.588 -0.440
S 1.090 -0.631 -3.437 0.905
C 2.725 0.059 -3.762 -0.626
N 2.815 1.387 -3.756 0.053
N 4.130 1.683 -3.988 0.040
C 4.769 0.527 -4.124 -0.170
O 3.932 -0.558 -4.007 0.016
C 0.320 3.295 -1.739 -0.695
O 0.216 3.180 -2.980 -0.098
O -0.153 4.351 -1.164 -0.136
H 1.833 3.117 0.623 0.062
H 1.392 1.597 0.992 0.045
H 2.049 1.908 -1.249 0.116
H -0.436 0.573 -0.191 0.109
H -0.651 1.063 -1.957 0.102
H 0.446 -1.389 -1.156 0.068
H 1.933 -0.360 -1.172 0.077
H 5.860 0.561 -4.296 0.123
C 7.791 5.065 -3.915 -0.080
C 7.815 3.550 -3.850 -0.280
O 7.334 2.921 -5.027 -0.175
C 8.041 3.193 -6.223 -0.282
C 9.497 2.759 -6.183 -0.086
H 6.791 5.422 -4.170 0.089
H 8.085 5.493 -2.955 0.076
H 8.475 5.448 -4.677 0.062
H 7.161 3.221 -3.041 0.119
H 8.819 3.181 -3.608 0.104
H 7.956 4.253 -6.483 0.107
H 7.531 2.638 -7.013 0.119
H 10.069 3.326 -5.446 0.063
H 9.967 2.905 -7.158 0.073
H 9.575 1.702 -5.915 0.079
C 4.364 0.751 5.194 -0.080
C 4.055 1.624 3.991 -0.281
O 2.713 1.516 3.550 -0.168
C 1.711 1.892 4.478 -0.283
C 1.802 3.341 4.920 -0.079
H 4.094 -0.288 4.992 0.076
H 5.427 0.799 5.441 0.074
H 3.800 1.066 6.075 0.064
H 4.681 1.307 3.154 0.118
H 4.308 2.672 4.187 0.106
H 1.721 1.217 5.342 0.101
H 0.755 1.737 3.975 0.117
H 2.719 3.538 5.482 0.062
H 0.955 3.600 5.559 0.074
H 1.801 4.006 4.054 0.087
C 2.271 -5.092 7.174 -0.085
C 2.378 -3.578 7.120 -0.287
O 2.664 -3.074 5.828 -0.168
C 1.714 -3.354 4.811 -0.275
C 0.334 -2.785 5.086 -0.074
H 3.171 -5.555 6.763 0.080
H 2.140 -5.428 8.205 0.074
H 1.424 -5.458 6.591 0.065
H 3.202 -3.259 7.762 0.116
H 1.473 -3.106 7.519 0.107
H 1.664 -4.432 4.625 0.105
H 2.103 -2.899 3.898 0.120
H -0.129 -3.249 5.961 0.067
H -0.324 -2.949 4.231 0.073
H 0.391 -1.712 5.278 0.081
C -4.644 -3.620 -2.287 -0.081
C -3.957 -2.269 -2.386 -0.279
O -2.546 -2.353 -2.475 -0.164
C -2.023 -3.050 -3.592 -0.286
C -2.407 -2.438 -4.927 -0.078
H -4.234 -4.200 -1.456 0.077
H -5.718 -3.491 -2.132 0.068
H -4.504 -4.212 -3.194 0.065
H -4.175 -1.697 -1.482 0.117
H -4.354 -1.685 -3.225 0.107
H -2.308 -4.108 -3.548 0.104
H -0.936 -3.018 -3.492 0.095
H -3.484 -2.497 -5.105 0.064
H -1.902 -2.956 -5.745 0.076
H -2.128 -1.382 -4.959 0.084
C -9.194 0.322 -2.393 -0.084
C -7.765 -0.078 -2.713 -0.286
O -7.481 -0.114 -4.101 -0.166
C -7.629 1.107 -4.806 -0.284
C -6.720 2.216 -4.304 -0.075
H -9.901 -0.323 -2.921 0.080
H -9.380 0.246 -1.320 0.075
H -9.404 1.349 -2.699 0.065
H -7.589 -1.088 -2.338 0.111
H -7.049 0.572 -2.199 0.110
H -8.678 1.426 -4.798 0.103
H -7.380 0.892 -5.847 0.116
H -6.966 2.511 -3.282 0.067
H -6.808 3.099 -4.939 0.077
H -5.678 1.889 -4.307 0.088
C -4.562 -3.118 2.805 -0.080
C -3.787 -2.846 4.082 -0.286
O -2.942 -1.711 4.004 -0.171
C -3.576 -0.467 3.752 -0.271
C -4.579 -0.066 4.820 -0.083
H -3.883 -3.192 1.952 0.082
H -5.124 -4.050 2.891 0.075
H -5.271 -2.317 2.584 0.066
H -3.136 -3.698 4.288 0.113
H -4.462 -2.756 4.941 0.105
H -4.040 -0.471 2.761 0.109
H -2.781 0.279 3.719 0.122
H -5.429 -0.752 4.856 0.063
H -4.964 0.936 4.625 0.077
H -4.111 -0.073 5.808 0.080